Entry from the Open Molecules 2025 dataset: a molecular structure, C28H22BF4N4NaS2 at a distorted geometry (ωB97M-V/def2-TZVPD).

Its energy above the lowest of the compared OMol25 structures with the same formula, charge and spin is 99.3 kJ/mol. The calculation puts the calculated total energy at -2682.60780 Ha. The orbital gap comes out at 6.230 eV.

```
! RIJCOSX wB97M-V def2-TZVPD def2/J DEFGRID3
* xyz -2 1
Na -0.7899 -0.9909 -1.7303
N -0.4230 0.0425 1.6461
C -1.6250 0.5868 1.9818
C -2.0670 0.6475 3.2921
C -3.2236 1.3481 3.6309
C -3.9704 1.9861 2.6765
C -3.5884 1.9105 1.3235
C -4.3153 2.5174 0.2804
C -3.8776 2.3829 -1.0083
C -2.7132 1.6407 -1.2526
N -2.0050 1.0773 -0.3134
C -2.4116 1.2047 0.9610
H -0.0442 -0.6821 2.2320
H -0.2903 -0.0887 0.6548
H -1.5016 0.1456 4.0659
H -3.5265 1.3920 4.6690
H -4.8656 2.5350 2.9369
H -5.2111 3.0783 0.5163
H -4.4111 2.8345 -1.8316
H -2.3538 1.5193 -2.2650
N 2.1977 -0.5226 -0.2491
C 3.3068 -1.3053 -0.4345
C 4.5687 -0.7396 -0.6267
C 5.7024 -1.5261 -0.7223
C 5.5875 -2.8995 -0.6212
C 4.3338 -3.4709 -0.4690
C 3.1728 -2.7131 -0.3748
C 1.8616 -3.3936 -0.2786
C 1.8336 -4.6149 0.4025
C 0.7046 -5.4093 0.3897
C -0.4101 -4.9700 -0.3000
C -0.4028 -3.7150 -0.8913
C 0.7068 -2.8516 -0.9077
H 2.2382 0.4079 -0.6362
H 1.3576 -1.0496 -0.5252
H 4.6441 0.3373 -0.7173
H 6.6712 -1.0693 -0.8934
H 6.4651 -3.5313 -0.6893
H 4.2595 -4.5495 -0.4606
H 2.6978 -4.9434 0.9743
H 0.6931 -6.3603 0.9145
H -1.2969 -5.5927 -0.3499
H -1.3249 -3.3919 -1.3674
S 0.2044 0.9546 -3.9596
C 0.5986 2.0646 -2.8023
N 0.5931 1.9169 -1.5175
C 0.9315 3.0349 -0.8321
C 0.9654 3.1657 0.5546
C 1.3247 4.3782 1.1091
C 1.6636 5.4662 0.3134
C 1.6358 5.3624 -1.0677
C 1.2629 4.1589 -1.6301
S 1.1130 3.7532 -3.3136
H 0.7002 2.3212 1.1699
H 1.3414 4.4892 2.1850
H 1.9510 6.4049 0.7683
H 1.8960 6.1996 -1.7010
F -4.3819 -2.7780 0.6603
B -4.5157 -2.1823 -0.5767
F -4.7604 -3.1406 -1.5454
F -5.5563 -1.2684 -0.5508
F -3.3229 -1.5130 -0.8987
*
```